[1]
C14H20BLiN3O2PS4 as an isolated structure, computed with ωB97M-V/def2-TZVPD.

Structure (XYZ):
```
46
Properties=species:S:1:pos:R:3
S -3.287 2.074 -0.167
S -5.983 -1.320 -0.740
S -5.922 1.124 0.803
S -3.337 -0.952 -2.046
P 2.078 0.358 -0.712
O -0.768 -0.070 0.292
O -7.921 -0.608 0.918
N -2.361 -1.512 1.017
N -1.552 0.176 2.408
N -0.322 1.189 -3.086
C 3.348 0.549 1.763
C -1.538 -0.437 1.178
C 3.203 -1.016 3.582
C -4.555 -0.300 -0.968
C 2.063 -1.449 1.503
C 2.385 -1.821 2.803
C 3.773 0.479 -1.446
C 0.232 1.251 -4.097
C -0.857 1.445 2.533
C 2.546 -0.262 0.956
C -4.525 0.842 -0.245
C -6.842 -0.326 0.427
C 1.552 -1.187 -1.541
C 3.685 0.175 3.054
B 1.103 1.320 -5.431
Li -1.441 0.777 -1.482
H 3.703 1.497 1.372
H 3.451 -1.305 4.596
H -3.170 -1.546 1.618
H -2.581 -1.667 0.021
H 4.333 1.289 -0.976
H 0.578 -1.500 -1.167
H -2.442 0.130 2.876
H 0.111 1.358 2.045
H -1.415 2.255 2.055
H 1.438 -0.961 -2.602
H 3.657 0.718 -2.505
H 1.244 2.493 -5.734
H 1.403 -2.079 0.921
H 4.339 -0.451 -1.350
H 2.286 -1.988 -1.415
H -0.699 1.660 3.591
H 0.532 0.705 -6.311
H 4.310 0.824 3.656
H 1.983 -2.741 3.209
H 2.185 0.811 -5.176
```

Properties
total charge: -2
molecular weight: 439.33 g/mol
HOMO-LUMO gap: 5.1 eV

[2]
An isolated ion of composition C14H20Br3NPS and charge +1 in a non-equilibrium geometry, computed with ωB97M-V/def2-TZVPD.

Structure (XYZ):
```
40
Properties=species:S:1:pos:R:3
Br -1.073 -3.026 -3.227
Br 3.265 -2.988 0.231
Br -0.376 0.191 -3.003
S 3.632 -0.198 2.154
P -2.324 0.719 0.030
N -0.134 0.849 1.733
C 1.621 -0.622 0.212
C 3.654 -0.571 -1.331
C -0.388 -3.246 -0.501
C 1.106 0.654 2.194
C 0.296 -0.377 -0.230
C 2.540 -1.433 -0.664
C 3.295 0.901 -1.508
C -2.224 2.443 -0.579
C 2.011 -0.065 1.444
C -4.704 1.346 1.151
C -0.577 0.392 0.549
C -0.203 -0.961 -1.499
C -0.494 -2.253 -1.616
C -3.274 0.968 1.587
H 4.338 0.529 1.275
H -1.300 -3.828 -0.485
H -2.868 1.829 2.122
H -3.257 0.092 2.224
H -4.868 1.122 0.099
H 3.989 1.338 -2.220
H -3.207 2.759 -0.908
H -1.875 3.144 0.179
H 4.577 -0.687 -0.777
H 0.459 -3.894 -0.715
H 2.314 1.026 -1.946
H -0.770 1.386 2.311
H -5.447 0.806 1.723
H 3.769 -0.972 -2.331
H 1.395 1.059 3.147
H -1.550 2.515 -1.421
H 1.934 -1.830 -1.456
H -4.870 2.408 1.277
H 3.398 1.473 -0.589
H -0.204 -2.766 0.452
```

Properties
SMILES string: CC[C@@H](Br)c1c(S)c[nH+]c(P(C)CC)c1/C(Br)=C(\C)Br
total charge: +1
molecular weight: 505.07 g/mol
HOMO-LUMO gap: 7.7 eV

[3]
A 5-piece molecular cluster, C14H20BrN4O6 overall in a non-equilibrium geometry, computed with ωB97M-V/def2-TZVPD.

Structure (XYZ):
```
45
Properties=species:S:1:pos:R:3
Br 0.986 0.311 -1.207
O 6.301 2.329 -3.825
O -4.885 -5.307 -3.880
O 0.399 -5.478 3.399
O -3.700 1.304 3.344
O 10.101 5.831 -1.962
O -9.129 0.300 3.183
N -2.909 -4.178 -3.859
N -0.359 -3.581 2.638
N 1.447 -4.314 1.811
N -4.106 -4.151 -2.121
C -7.790 0.448 3.193
C -5.051 1.037 3.271
C -5.708 0.954 2.045
C -7.142 0.541 4.410
C -4.049 -4.583 -3.345
C 9.159 4.879 -2.324
C 0.513 -4.550 2.608
C 9.319 4.327 -3.584
C 7.072 3.687 -2.014
C -7.104 0.781 2.074
C 8.339 3.463 -4.117
C 7.295 3.086 -3.232
C -5.753 0.731 4.449
C 8.056 4.587 -1.518
H 6.224 3.434 -1.395
H -1.103 -3.709 3.308
H -3.291 1.221 2.480
H -5.223 0.878 5.378
H -2.594 -4.249 -4.817
H 10.229 5.966 -1.020
H -2.428 -3.504 -3.282
H -7.696 0.247 5.290
H -5.165 1.002 1.113
H 5.538 2.259 -3.248
H 1.228 -3.697 1.042
H -4.913 -4.324 -1.539
H -3.237 -3.955 -1.643
H -9.576 -0.178 3.885
H 8.335 3.183 -5.160
H 7.873 5.183 -0.637
H 10.171 4.666 -4.154
H -7.616 0.911 1.132
H 2.140 -5.044 1.731
H -0.199 -2.742 2.099
```

Properties
total charge: -1
molecular weight: 420.24 g/mol
HOMO-LUMO gap: 6.3 eV

[4]
C14H20BrPtS4 as an isolated structure in a non-equilibrium geometry, computed with ωB97M-V/def2-TZVPD.

Structure (XYZ):
```
40
Properties=species:S:1:pos:R:3
Pt 0.513 -0.004 -0.012
Br 7.246 0.007 0.052
S -0.956 -2.214 -0.064
S -0.173 0.033 2.586
S -0.957 2.214 0.052
S -0.172 -0.034 -2.601
C -1.927 1.967 -1.494
C -1.076 -1.556 2.672
C 3.289 -0.159 -1.186
C -1.076 1.555 -2.684
C 4.674 -0.157 -1.174
C -2.171 -1.677 -1.348
C 5.344 0.004 0.029
C 4.646 0.163 1.216
C -1.502 -1.295 -2.658
C -1.928 -1.969 1.482
C -2.172 1.677 1.336
C 3.262 0.159 1.196
C 2.569 -0.001 -0.003
C -1.502 1.294 2.646
H -1.009 2.168 3.071
H -2.817 2.533 1.538
H -2.369 2.935 -1.738
H -2.245 0.934 3.358
H -1.009 -2.170 -3.083
H -0.280 2.285 -2.845
H -2.816 -2.535 -1.549
H 2.786 -0.287 -2.136
H -2.369 -2.937 1.725
H -2.780 -0.872 -0.939
H -2.781 0.870 0.927
H -1.701 -1.519 3.567
H -2.731 1.258 -1.294
H 2.736 0.286 2.134
H -0.280 -2.286 2.833
H -2.731 -1.260 1.283
H 5.179 0.288 2.144
H -1.701 1.518 -3.578
H 5.229 -0.280 -2.090
H -2.245 -0.935 -3.370
```

Properties
ΔE to the lowest compared entry with this formula, charge and spin: 0.8717 eV
total charge: +1
molecular weight: 591.56 g/mol
HOMO-LUMO gap (alpha / beta): 8.3 / 6.1 eV
spin multiplicity: 3

[5]
A 2-piece molecular cluster, C14H20FNO7S2 overall in a non-equilibrium geometry, computed with ωB97M-V/def2-TZVPD.

Structure (XYZ):
```
45
Properties=species:S:1:pos:R:3
S -0.802 2.769 1.291
S -2.325 1.481 3.563
F 0.907 -1.125 -3.534
O 4.353 2.435 -1.537
O 3.726 1.282 0.291
O -0.628 -2.069 -1.198
O 2.226 1.821 -1.115
O 2.551 0.280 4.813
O -0.679 -4.374 -1.898
O -1.771 -2.747 -3.165
N 0.235 0.587 2.936
C 1.492 -0.742 4.762
C 0.155 0.034 4.316
C 2.805 0.581 3.413
C -0.276 -2.321 -5.301
C 1.564 1.203 2.619
C -0.983 -3.161 -2.048
C -0.363 -1.106 -4.224
C -2.266 2.463 0.146
C -1.627 -1.286 -3.254
C -1.481 -1.000 -1.688
C -1.153 0.504 -1.190
C -2.358 0.889 -0.162
C 3.482 1.875 -0.824
C -0.869 1.503 2.672
H -0.719 -0.725 4.334
H 1.590 2.352 2.745
H -0.446 -0.144 -4.837
H 0.400 -2.052 -6.192
H -2.113 2.981 -0.875
H -2.532 -1.267 -1.278
H -1.096 1.192 -2.097
H -2.306 0.217 0.757
H -0.118 0.500 -0.669
H 3.284 -0.332 2.887
H 0.159 -3.239 -4.780
H -2.595 -0.786 -3.634
H -3.211 2.863 0.680
H 3.631 1.389 3.401
H 1.741 1.029 1.482
H -0.077 0.798 5.134
H -3.344 0.709 -0.726
H 1.411 -1.264 5.773
H -1.327 -2.540 -5.698
H 1.758 -1.458 3.907
```

Properties
ΔE to the lowest compared entry with this formula, charge and spin: 0.0000 eV
total charge: -2
molecular weight: 397.45 g/mol
HOMO-LUMO gap: 2.3 eV

[6]
One molecule with the formula C14H20N2O4, computed with ωB97M-V/def2-TZVPD.

Structure (XYZ):
```
40
Properties=species:S:1:pos:R:3
O -5.109 0.702 -0.347
O 1.083 -0.055 2.892
O 1.821 2.023 -0.309
O 4.029 1.649 -0.268
N -0.883 -0.184 1.806
N 1.118 -0.274 0.628
C 2.063 3.321 -0.833
C 2.693 -1.274 -1.690
C -1.766 -0.409 0.750
C -3.904 0.080 -0.263
C 0.495 -0.161 1.835
C -1.493 -1.319 -0.266
C 2.906 1.282 -0.051
C 3.084 -2.530 0.452
C -2.981 0.277 0.755
C 3.240 -1.195 -0.266
C -5.482 1.600 0.670
C -2.415 -1.504 -1.284
C 2.542 -0.075 0.536
C -3.606 -0.812 -1.296
H -2.200 -2.211 -2.071
H 2.779 -0.312 -2.191
H 3.257 -2.006 -2.263
H 1.648 -1.577 -1.690
H -4.793 2.449 0.730
H 3.518 -2.484 1.447
H -4.331 -0.950 -2.082
H 3.581 -3.319 -0.106
H 2.031 -2.786 0.552
H -0.590 -1.908 -0.240
H 4.300 -0.928 -0.312
H -6.472 1.960 0.397
H 2.921 -0.090 1.567
H -3.181 0.960 1.566
H 2.673 3.257 -1.736
H 2.588 3.933 -0.098
H 0.579 -0.065 -0.197
H -5.535 1.104 1.645
H 1.087 3.746 -1.057
H -1.296 0.085 2.689
```

Properties
ΔE to the lowest compared entry with this formula, charge and spin: 0.9113 eV
SMILES string: COC(=O)[C@@H](NC(=O)Nc1cccc(OC)c1)C(C)C
molecular weight: 280.32 g/mol
HOMO-LUMO gap: 9.1 eV

[7]
C14H20N2OZr as an isolated structure in a non-equilibrium geometry, computed with ωB97M-V/def2-TZVPD.

Structure (XYZ):
```
38
Properties=species:S:1:pos:R:3
Zr -1.155 0.525 -0.101
O -0.618 0.406 1.701
N 0.062 -1.446 -0.553
N 0.725 1.125 -1.349
C 1.565 0.096 -1.694
C 3.158 1.690 -2.576
C -3.070 -0.655 0.311
C 1.258 -1.260 -1.200
C 0.707 -3.685 0.034
C 2.321 2.718 -2.165
C -3.494 0.467 -0.669
C 2.198 -2.310 -1.243
C 1.112 2.410 -1.547
C 1.926 -3.524 -0.627
C 0.249 0.057 2.761
C -1.614 2.668 0.169
C -0.178 -2.617 0.091
C 2.766 0.376 -2.360
H -0.912 3.089 0.902
H -3.766 1.391 -0.156
H 4.120 1.882 -3.041
H 1.210 0.574 2.646
H 3.386 -0.456 -2.664
H -2.617 -0.279 1.267
H 0.433 3.171 -1.167
H -1.114 -2.673 0.651
H -4.393 0.132 -1.182
H -2.774 0.655 -1.508
H 0.448 -1.019 2.752
H -3.955 -1.190 0.648
H -1.625 3.339 -0.698
H -2.443 -1.420 -0.164
H 2.603 3.756 -2.310
H -0.181 0.329 3.726
H 0.450 -4.615 0.524
H 2.659 -4.322 -0.666
H -2.604 2.748 0.640
H 3.158 -2.135 -1.718
```

Properties
ΔE to the lowest compared entry with this formula, charge and spin: 0.0000 eV
total charge: +2
molecular weight: 323.55 g/mol
HOMO-LUMO gap: 8.2 eV

[8]
One molecule with the formula C14H20N4O4S in a non-equilibrium geometry, computed with ωB97M-V/def2-TZVPD.

Structure (XYZ):
```
43
Properties=species:S:1:pos:R:3
S 2.485 1.220 1.097
O -0.372 1.424 3.676
O 0.855 -0.312 2.948
O -4.416 0.501 -1.046
O -0.718 -0.299 -3.559
N -0.173 1.155 0.808
N -2.523 0.118 -2.232
N 0.923 0.542 -1.038
N -2.426 0.865 -0.016
C 0.592 0.985 3.112
C 2.135 -3.690 -1.467
C 1.742 1.851 2.627
C 2.003 0.174 -1.917
C -0.429 0.441 -1.309
C -3.209 0.499 -1.091
C 1.006 0.961 0.238
C -1.074 0.833 -0.143
C -1.151 0.051 -2.480
C 1.081 -4.785 -1.569
C -0.160 -1.215 3.362
C 1.527 -2.304 -1.671
C -3.059 1.299 1.213
C 2.576 -1.200 -1.560
H 0.747 -2.146 -0.921
H 1.055 -2.255 -2.655
H -0.518 -0.952 4.359
H -3.121 -0.142 -3.009
H 1.533 -5.765 -1.433
H -3.572 2.248 1.051
H -0.998 -1.176 2.662
H 1.599 0.159 -2.931
H 1.382 2.866 2.466
H 2.539 1.851 3.371
H 2.614 -3.734 -0.486
H 3.399 -1.407 -2.245
H -3.795 0.558 1.522
H 0.601 -4.760 -2.545
H 0.291 -2.204 3.361
H 2.981 -1.171 -0.546
H -2.289 1.419 1.971
H 2.907 -3.858 -2.221
H 2.785 0.936 -1.838
H 0.315 -4.652 -0.809
```

Properties
ΔE to the lowest compared entry with this formula, charge and spin: 0.0304 eV
SMILES string: CCCCCn1c(SCC(=O)OC)nc2c1c(=O)[nH]c(=O)n2C
molecular weight: 340.40 g/mol
HOMO-LUMO gap: 8.6 eV

[9]
C14H21Cl2GeNO4PtS as an isolated structure, computed with ωB97M-V/def2-TZVPD.

Structure (XYZ):
```
45
Properties=species:S:1:pos:R:3
Pt -0.543 0.618 0.547
Ge -3.156 0.802 -1.637
Cl 3.984 -1.527 1.361
Cl 2.241 -2.198 -0.904
S -0.787 -0.378 3.045
O -0.459 -1.790 3.140
O 2.378 3.337 1.745
O 1.322 1.925 0.364
O -1.282 0.262 4.254
N 0.465 0.411 2.398
C -3.879 -1.565 0.728
C 2.400 -1.233 0.584
C -4.779 -0.765 1.303
C -1.978 -0.142 1.685
C -4.936 0.097 -2.195
C -1.987 -0.371 -0.649
C -4.343 0.498 1.912
C -3.527 2.581 -0.884
C -2.432 -1.170 0.629
C 1.611 2.393 1.524
C -3.050 0.787 2.102
C -6.245 -1.090 1.356
C 0.938 1.731 2.767
C -2.216 1.149 -3.341
H -5.372 0.741 -2.966
H -2.767 1.701 2.611
H -4.196 -2.504 0.277
H 0.139 2.404 3.106
H -1.517 -1.029 -1.389
H -6.834 -0.309 0.862
H -5.623 0.047 -1.350
H -2.592 3.005 -0.515
H -2.115 0.228 -3.920
H -6.600 -1.150 2.390
H -4.831 -0.912 -2.603
H -5.108 1.196 2.242
H -3.938 3.231 -1.663
H 1.620 -1.516 1.281
H -2.756 1.883 -3.946
H -4.232 2.529 -0.055
H -1.796 -2.055 0.706
H 1.694 1.699 3.557
H -6.457 -2.039 0.862
H -1.217 1.531 -3.128
H 2.326 -0.181 0.329
```

Properties
total charge: -2
molecular weight: 637.99 g/mol
HOMO-LUMO gap: 5.7 eV

[10]
A 3-piece molecular cluster, C14H21F6NO9S2 overall in a non-equilibrium geometry, computed with ωB97M-V/def2-TZVPD.

Structure (XYZ):
```
53
Properties=species:S:1:pos:R:3
S -1.039 2.092 -3.333
S 0.902 0.571 1.505
F 1.285 -2.176 2.012
F 0.603 -4.266 0.742
F 1.441 -3.039 -0.857
F -0.821 -1.974 1.585
F -0.668 -3.231 -0.652
F 2.447 0.654 1.846
O -3.159 1.986 0.770
O 0.219 0.364 2.722
O -1.890 2.856 -2.451
O -4.561 0.877 2.134
O -1.260 2.510 -4.679
O 0.573 1.808 0.897
O 5.023 -3.142 -0.181
O 0.529 2.295 -2.993
O 3.539 -1.463 -0.358
N 0.764 -0.681 0.425
C -4.452 3.895 0.324
C 4.507 -1.990 1.807
C 5.723 -3.800 0.888
C 0.391 -1.930 1.007
C -3.043 3.332 0.269
C -5.041 3.176 1.532
C 0.485 -3.163 0.044
C -1.474 0.328 -3.270
C 5.797 -2.776 2.006
C -1.402 0.150 -0.684
C 0.072 -0.318 -0.826
C 4.281 -2.121 0.315
C -2.239 -0.067 -1.985
C -4.274 1.871 1.533
H -2.645 3.311 -0.748
H 0.577 2.769 -2.141
H 0.633 0.526 -1.251
H -6.108 3.000 1.420
H 6.709 -4.105 0.541
H 4.618 -0.948 2.094
H 5.159 -4.691 1.175
H 3.668 -2.444 2.333
H 0.111 -1.096 -1.599
H -1.965 -0.318 0.134
H -2.565 -1.112 -2.100
H -1.431 1.233 -0.509
H -2.351 3.885 0.910
H -3.140 0.556 -1.893
H -2.150 0.182 -4.127
H 6.655 -2.119 1.850
H -0.610 -0.324 -3.461
H -4.837 3.707 2.463
H -5.001 3.608 -0.576
H -4.478 4.981 0.400
H 5.893 -3.224 2.994
```

Properties
SMILES string: O=S(=O)(O)CCCCN(C(F)(F)C(F)(F)F)S(=O)(=O)F.O=C1CCCO1.O=C1CCCO1
molecular weight: 525.44 g/mol
HOMO-LUMO gap: 10.5 eV

[11]
One molecule with the formula C14H21NO5S in a non-equilibrium geometry, computed with ωB97M-V/def2-TZVPD.

Structure (XYZ):
```
42
Properties=species:S:1:pos:R:3
S 0.881 -0.428 -0.794
O 4.298 -1.828 0.597
O 1.388 0.443 -1.813
O -4.174 -0.655 0.296
O 0.623 -1.798 -1.155
O 0.575 2.157 0.391
N 1.882 -0.357 0.548
C 4.185 -0.674 -0.210
C 3.159 0.302 0.369
C 0.131 4.243 -0.798
C -0.631 1.541 0.355
C -2.987 -0.001 0.283
C 1.987 -1.587 1.305
C 3.061 -2.500 0.704
C -4.228 -1.976 -0.214
C 0.634 3.571 0.474
C -1.842 2.069 0.807
C -0.641 0.242 -0.140
C -5.666 -2.455 -0.098
C -1.785 -0.529 -0.176
C -2.993 1.309 0.769
H 0.660 3.830 -1.654
H -0.933 4.066 -0.935
H 0.309 5.313 -0.748
H 2.995 1.137 -0.309
H 1.697 3.782 0.616
H -1.692 -1.523 -0.581
H -3.905 -1.987 -1.263
H 5.181 -0.228 -0.242
H 0.089 3.934 1.355
H 3.489 0.670 1.345
H 3.870 -0.954 -1.226
H -3.560 -2.629 0.365
H -3.928 1.718 1.117
H -1.897 3.074 1.195
H -6.322 -1.803 -0.669
H 2.244 -1.327 2.337
H 3.242 -3.366 1.343
H -5.750 -3.468 -0.479
H 2.722 -2.831 -0.287
H -5.981 -2.437 0.942
H 1.016 -2.080 1.279
```

Properties
ΔE to the lowest compared entry with this formula, charge and spin: 0.7596 eV
SMILES string: CCOc1ccc(OCC)c(S(=O)(=O)N2CCOCC2)c1
molecular weight: 315.39 g/mol
HOMO-LUMO gap: 9.0 eV